No. 1
Formula: C33H21Cl5N6O3Re
Source: OMol25
Level of theory: the ωB97M-V functional and the def2-TZVPD basis

Structure (ORCA input):
```
! RIJCOSX wB97M-V def2-TZVPD def2/J DEFGRID3
* xyz 0 2
Re 0.69233 0.62538 -0.20776
C -0.35592 -3.04751 -2.87466
C 0.52908 -2.46306 -3.94408
C 1.19407 -3.30686 -4.83119
C 1.94975 -2.79550 -5.87017
C 2.03888 -1.41929 -6.03863
C 1.39543 -0.55156 -5.16809
C 1.49322 0.93662 -5.34556
C 0.64636 -1.08184 -4.10723
N 0.09854 -0.19996 -3.14151
C -1.03877 0.37910 -3.45036
O -1.78183 0.20197 -4.42364
C -1.47810 1.45646 -2.46354
C -2.62078 2.18203 -2.82147
C -3.03347 3.26579 -2.08464
C -2.26872 3.63487 -0.98206
C -1.18587 2.85566 -0.66694
N -0.79295 1.76667 -1.36117
C -0.32144 3.22852 0.48065
O -0.40341 4.26120 1.08324
N 0.61803 2.21203 0.81472
C 1.58338 2.55022 1.84264
C 1.24022 2.34216 3.17129
C -0.09007 1.74750 3.53887
C 2.17761 2.68780 4.13691
C 3.40910 3.20828 3.77520
C 3.72927 3.38211 2.43720
C 2.81787 3.04994 1.44396
C 3.16237 3.21435 -0.01160
H -1.28596 -3.41461 -3.31394
H 0.12810 -3.88822 -2.37392
H -0.62756 -2.29992 -2.12870
H 1.10219 -4.38009 -4.70458
H 2.46398 -3.46250 -6.55079
H 2.61621 -1.01017 -6.86004
H 2.18686 1.18681 -6.14778
H 0.51608 1.35893 -5.59049
H 1.83265 1.42115 -4.42640
H -3.13253 1.83850 -3.70864
H -3.91664 3.82489 -2.36242
H -2.48625 4.49757 -0.36947
H -0.22735 0.77653 3.05670
H -0.16125 1.59657 4.61421
H -0.91321 2.39717 3.23318
H 1.93704 2.53712 5.18223
H 4.12942 3.47001 4.53938
H 4.70001 3.77213 2.15710
H 4.22981 3.38742 -0.13741
H 2.92374 2.32125 -0.60330
H 2.62621 4.05162 -0.46407
Cl 6.40173 -3.69857 -0.34201
C 5.12907 -2.62571 0.08355
C 4.23885 -2.18869 -0.88773
Cl 4.35705 -2.68047 -2.52749
C 3.22381 -1.32555 -0.51091
Cl 2.05328 -0.73690 -1.66868
C 3.05514 -0.86818 0.78473
O 2.08020 -0.02804 1.08244
C 3.96160 -1.30560 1.75705
Cl 3.76767 -0.71862 3.35582
C 4.98168 -2.18106 1.40600
Cl 6.07699 -2.72355 2.60962
N -0.72451 -0.46696 0.34501
C -1.56665 -1.01608 0.97857
C -2.53550 -1.63013 1.66338
C -2.20230 -2.36578 2.84549
N -1.93537 -2.95254 3.79666
C -3.89414 -1.51650 1.22530
N -4.98586 -1.42155 0.88042
*
```

Summary:
E_tot (Eh): -4203.5919
Orbital gap (alpha / beta) (eV): 5.49 / 5.78
Energy above the lowest of the compared OMol25 structures with the same formula, charge and spin (kcal/mol): 73.4
E_HOMO (alpha / beta) (eV): -8.3 / -8.3

=====

No. 2
Formula: C33H21F3O10S
Source: OMol25
Level of theory: the ωB97M-V functional and the def2-TZVPD basis

Structure (ORCA input):
```
! RIJCOSX wB97M-V def2-TZVPD def2/J DEFGRID3
* xyz 0 1
O 1.11670 2.51691 5.90945
C 0.05369 2.62760 5.10169
O -0.95876 1.54695 4.89837
C -0.19329 4.05214 4.32177
C 0.78095 4.16516 2.97321
O 0.08457 5.27404 2.24229
S -0.76569 4.65344 0.88109
O -2.29750 4.40074 1.03179
O -0.55741 5.46031 -0.42667
O -0.03013 3.11336 0.91807
C 0.91612 2.84148 2.01541
C 2.31017 2.54287 1.20450
F 2.18838 1.13403 0.67240
F 3.49326 2.56430 2.10074
F 2.48833 3.39533 -0.02476
H -0.96760 1.35209 3.91188
H -1.30594 4.07607 3.89748
H -0.10699 5.00714 5.02118
H 1.75574 4.73233 3.33038
H 0.67128 1.77788 2.48286
C 3.80281 -1.55210 -7.42423
C 4.77134 -1.60352 -6.42208
C 4.66221 -0.77723 -5.30244
C 3.58705 0.11264 -5.19003
C 2.63206 0.18146 -6.20363
C 2.73379 -0.66123 -7.31818
C 1.52097 1.15122 -6.11918
O 0.67968 1.20985 -7.00744
C 1.44346 2.05463 -4.95388
C 0.42841 3.01812 -4.88900
C 0.33992 3.86765 -3.78411
C 1.25642 3.75168 -2.73938
C 2.27196 2.79652 -2.80396
C 2.37119 1.95290 -3.91832
C 3.47013 0.97006 -3.99374
O 4.27880 0.87061 -3.07812
H 3.88284 -2.20257 -8.29245
H 5.61135 -2.28886 -6.51084
H 5.41930 -0.82654 -4.52155
H 1.98455 -0.62272 -8.10698
H -0.29307 3.11311 -5.69897
H -0.44589 4.61856 -3.73820
H 1.18338 4.40845 -1.87524
H 2.98681 2.71510 -1.98680
C -1.35694 -5.38540 -0.20347
C -1.06559 -4.03493 -0.39412
C -1.44016 -3.09699 0.56932
C -2.11942 -3.50925 1.72219
C -2.43236 -4.85617 1.90107
C -2.03996 -5.79834 0.94136
C -3.19203 -5.29565 3.08928
O -3.46424 -6.47913 3.24892
C -3.62616 -4.28779 4.07712
C -4.39676 -4.68256 5.17856
C -4.80024 -3.73786 6.12463
C -4.42858 -2.40161 5.97908
C -3.66570 -2.00459 4.87988
C -3.27212 -2.94839 3.92193
C -2.49586 -2.51251 2.74432
O -2.17273 -1.33752 2.61323
H -1.05693 -6.11762 -0.94992
H -0.54445 -3.71152 -1.29245
H -1.20476 -2.04506 0.41619
H -2.26882 -6.85344 1.08077
H -4.68851 -5.72440 5.30131
H -5.40298 -4.04569 6.97635
H -4.73661 -1.66675 6.71969
H -3.38345 -0.95879 4.77033
*
```

Summary:
E_tot (Eh): -2720.1413
Orbital gap (eV): 8.39
Energy above the lowest of the compared OMol25 structures with the same formula, charge and spin (kcal/mol): 155.8
SMILES: O=C(O)C[C@@H]1OS(=O)(=O)O[C@H]1C(F)(F)F.O=C1c2ccccc2C(=O)c2ccccc21.O=C1c2ccccc2C(=O)c2ccccc21
E_HOMO (eV): -9.6

=====

No. 3
Formula: C33H21F6IN4O13S2TeW
Source: OMol25
Level of theory: the ωB97M-V functional and the def2-TZVPD basis

Structure (ORCA input):
```
! RIJCOSX wB97M-V def2-TZVPD def2/J DEFGRID3
* xyz 0 1
W -0.00720 -0.60628 0.57407
O -6.24196 -0.59547 0.98409
C -4.89767 -0.64474 0.94635
C -4.10258 -0.61202 2.09121
C -2.73609 -0.64193 1.93534
N -2.15311 -0.66062 0.73626
C -2.91539 -0.80723 -0.34962
C -4.28828 -0.79729 -0.29822
C -2.08002 -1.14888 -1.54176
O -2.53056 -1.58245 -2.56812
O -0.79612 -1.02034 -1.25724
C -1.73568 -0.82506 3.03244
O -2.02764 -0.90889 4.19418
O -0.52642 -0.96406 2.52195
H -6.55152 -0.51856 1.89390
H -4.51271 -0.60174 3.09357
H -4.86363 -0.92953 -1.20365
F 3.46962 -1.09602 5.07578
C 2.64534 -1.47806 4.11044
F 1.41658 -1.58348 4.59388
F 3.03324 -2.66770 3.64649
S 2.70729 -0.26429 2.72418
O 1.82522 -0.90196 1.73322
O 4.07925 -0.16371 2.37661
N 2.11289 1.01346 3.36902
S 0.77159 1.74287 3.05899
O 0.17444 1.36172 1.77133
O -0.10678 1.84527 4.17194
C 1.36082 3.45939 2.72939
F 2.10562 3.87490 3.74492
F 0.29943 4.25368 2.61411
F 2.06653 3.50803 1.61005
I 0.84949 -5.86730 3.41074
C 0.74738 -4.83349 1.61153
C 1.05185 -5.44786 0.40809
C 0.96920 -4.69126 -0.74755
C 0.59187 -3.36576 -0.66883
N 0.29489 -2.77370 0.50084
C 0.38048 -3.50122 1.62676
H 1.35158 -6.48627 0.37491
H 1.20966 -5.11316 -1.71317
H 0.52161 -2.74476 -1.54732
H 0.16051 -2.98920 2.55100
Te -0.21958 2.02863 -0.97555
C -1.43090 3.37570 0.09472
C -1.32142 4.73093 -0.19222
C -2.10734 5.64871 0.49219
C -2.99547 5.21487 1.46468
C -3.10345 3.86107 1.75279
C -2.32355 2.94164 1.06828
C -1.61654 1.71173 -2.52277
C -1.12908 1.19674 -3.71921
C -1.99889 0.93869 -4.76607
C -3.35379 1.20188 -4.62567
C -3.83674 1.73192 -3.43852
C -2.97144 1.98779 -2.38329
H -0.62082 5.07418 -0.94322
H -2.01706 6.70383 0.26930
H -3.59968 5.93239 2.00434
H -3.78654 3.51992 2.52020
H -2.39800 1.88994 1.30663
H -0.07313 0.97987 -3.83302
H -1.61838 0.52124 -5.68882
H -4.03271 0.99415 -5.44226
H -4.89223 1.94794 -3.32899
H -3.35606 2.40618 -1.46131
O 2.71323 1.14941 -0.07415
C 2.62374 0.13033 -0.73498
O 1.57164 -0.63966 -0.78868
C 3.78128 -0.38509 -1.54085
C 4.97262 0.33030 -1.56490
C 6.06099 -0.14580 -2.28214
C 5.97286 -1.34516 -2.97225
C 4.77945 -2.04414 -2.92242
C 3.68157 -1.58842 -2.22229
N 4.67453 -3.33519 -3.62771
O 5.62366 -3.69479 -4.29251
O 3.63820 -3.96143 -3.50959
H 5.02677 1.25569 -1.00727
H 6.98621 0.41367 -2.29853
H 6.80462 -1.74441 -3.53308
H 2.76842 -2.16029 -2.20296
*
```

Summary:
E_tot (Eh): -4495.7120
Orbital gap (alpha / beta) (eV): 6.83 / 6.83
Energy above the lowest of the compared OMol25 structures with the same formula, charge and spin (kcal/mol): 7.4
E_HOMO (alpha / beta) (eV): -7.8 / -7.8